C25H32BrN10O2RuS2 as an isolated structure at a distorted geometry. Source: OMol25; level of theory: ωB97M-V with the def2-TZVPD basis set.

Charge = +2
2S+1 = 2
⟨S²⟩ = 0.7610
Relative energy (zero: lowest compared OMol25 entry of this formula, charge and spin) = 1.724 eV
LUMO energy (alpha / beta) = -0.213 / -0.218 Ha
HOMO energy (alpha / beta) = -0.4388 / -0.4386 Eh

Structure (XYZ):
```
73
Properties=species:S:1:pos:R:3:forces:R:3
Ru -0.183211 -0.614790 -1.092262 -1.85 2.15 1.94
Br -3.038795 -1.325675 -7.124985 0.21 0.04 0.28
S -1.109079 2.825153 -0.129505 -1.87 0.14 0.71
S -0.912527 -3.196779 -0.425061 0.19 1.02 -0.61
O 0.318430 -0.091728 0.990081 0.62 -0.48 -0.65
O -0.342751 0.828364 2.889699 -0.04 -0.05 0.29
N 1.239985 -0.234916 5.188224 -0.01 0.19 -0.06
N -0.083974 1.888798 -0.989508 3.72 -1.47 -2.04
N 1.702438 -3.595502 -0.315880 0.15 -0.32 -0.12
N 0.370949 -5.464648 -0.523059 0.11 -0.04 -0.01
N 0.807775 -2.361924 5.984223 -0.08 -0.01 -0.05
N 1.473714 0.080512 -2.224823 0.02 -0.03 -0.04
N -2.213987 -0.410792 0.037951 0.80 -0.76 -0.69
N -0.760641 -1.192335 4.710044 0.00 0.43 -0.19
N 1.877569 -2.208310 -0.219700 0.08 0.08 0.26
N 1.603875 3.550445 -1.139767 1.12 -1.65 -1.23
C -1.748619 0.177267 -3.477754 0.17 -0.03 0.13
C -1.691437 -2.233916 4.315799 -0.17 -0.25 -0.14
C 1.918867 1.368546 -2.144304 1.42 -1.76 -1.52
C -1.116177 -0.906554 -2.866915 0.31 0.15 -0.04
C 1.124739 2.290608 -1.400498 -3.32 1.11 2.19
C 3.091488 1.738776 -2.848805 -1.09 0.21 0.81
C -2.066557 0.088311 1.416016 0.40 0.15 0.56
C -0.303174 4.353994 0.117899 1.28 0.60 -0.30
C -1.074757 -2.118613 -3.558530 0.18 0.00 0.03
C 3.724347 0.837018 -3.660648 0.01 -1.06 -0.35
C -0.936179 5.367344 0.828888 0.11 -0.67 -0.31
C -2.231518 -1.153703 -5.410796 -0.14 -0.04 -0.20
C 1.613404 5.777677 -0.216517 -0.11 -0.90 -0.35
C 0.981918 6.777975 0.490765 -0.67 0.18 0.39
C 3.212880 -0.464385 -3.769087 0.25 0.78 0.13
C 0.983151 4.546511 -0.418815 -1.50 1.52 1.30
C 0.478268 -4.136758 -0.438230 0.11 0.20 0.07
C -1.968416 -2.114415 2.808470 0.04 0.06 0.20
C 0.417413 -1.277939 5.300400 -0.05 -0.04 0.01
C 2.100125 -0.784082 -3.023336 0.14 -0.23 -0.25
C -2.745062 -0.824011 2.457333 0.19 -0.02 -0.09
C -0.296699 6.575773 1.014097 0.64 0.39 -0.18
C -1.612460 -2.250580 -4.827779 -0.18 0.21 -0.14
C -0.560872 0.305595 1.787197 -0.97 0.20 0.44
C -2.295216 0.061822 -4.744814 -0.20 -0.16 -0.19
H -2.623214 -2.104318 4.873598 0.07 -0.14 0.02
H 0.992987 0.503312 4.533239 0.07 -0.09 0.03
H 1.155922 -6.091305 -0.597486 0.09 0.07 0.05
H -2.829612 0.190508 -0.506366 0.10 -0.15 -0.03
H 2.778149 -1.955900 -0.615821 -0.11 -0.12 -0.02
H 4.601157 1.123765 -4.222769 0.04 0.04 0.00
H 1.840803 -1.887444 0.750157 -0.05 -0.11 -0.14
H -0.545399 -5.851998 -0.675942 0.00 0.00 0.01
H -1.808711 1.133832 -2.968772 0.07 0.05 -0.06
H -3.746481 -1.074318 2.099684 0.00 0.08 0.04
H 2.530978 3.765225 -1.476092 -0.19 -0.01 0.10
H -1.284449 -3.220033 4.543738 0.00 0.03 0.02
H 1.475181 7.727495 0.634267 0.03 0.03 0.00
H -2.619812 -1.346283 0.037385 -0.13 0.31 -0.06
H 0.156675 -3.100298 6.186622 -0.02 0.07 0.10
H -2.533260 1.073696 1.490821 0.06 -0.17 -0.08
H 2.595252 5.938280 -0.638860 0.13 0.05 -0.01
H -0.598789 -2.986202 -3.119577 0.02 0.00 0.00
H -2.518736 -2.999958 2.490537 0.01 0.01 -0.01
H 3.486407 2.740581 -2.772539 -0.05 0.04 -0.07
H -1.928162 5.196768 1.221993 -0.08 0.03 0.05
H 2.497900 -4.210265 -0.194749 -0.01 0.18 0.02
H 1.653678 -2.327545 6.527207 -0.01 -0.09 -0.04
H -2.888556 -0.229687 3.361139 -0.05 0.06 -0.04
H -1.009763 -2.125577 2.283005 -0.03 -0.13 0.02
H -2.767026 0.906824 -5.222158 -0.08 0.07 0.00
H -0.787764 7.371910 1.550122 -0.05 0.05 0.07
H 2.077026 -0.154149 5.737627 -0.03 -0.01 -0.01
H 3.669158 -1.199850 -4.411091 0.03 -0.05 -0.06
H 1.667620 -1.777659 -3.069466 0.02 0.10 0.01
H -1.551212 -3.189656 -5.359204 -0.05 -0.03 0.00
H -0.887171 -0.317886 4.184042 0.14 -0.04 0.10
```
Forces are in eV/Å.

Atom charges from the Mulliken analysis, given in e for atoms 1 to 8: 0.380, -0.154, -0.331, -0.484, -0.699, -1.082, -0.302, 0.274

=====

A 2-piece molecular cluster, C5H10O2 overall. Source: OMol25; level of theory: ωB97M-V with the def2-TZVPD basis set.

Relative energy (zero: lowest compared OMol25 entry of this formula, charge and spin) = 4.861 eV
LUMO energy = 0.040 Ha
HOMO energy = -0.3071 Eh

Structure (XYZ):
```
17
Properties=species:S:1:pos:R:3:forces:R:3
O 0.625110 -0.223046 -0.456415 0.11 -0.23 -0.03
O 2.980864 -1.199267 0.421559 -0.07 0.32 0.03
C -2.496055 -0.727362 -0.405156 -0.04 -0.07 0.02
C 3.548690 -0.065342 0.716412 0.28 -0.42 0.04
C -1.710530 0.564693 -0.615953 0.02 0.05 -0.01
C 0.789957 1.204729 -0.378352 0.08 0.25 -0.04
C -0.412066 0.560822 0.146480 -0.22 0.09 0.06
H -0.489093 0.425980 1.227460 0.04 0.01 -0.16
H -3.403312 -0.742150 -1.016876 0.13 0.00 0.10
H -1.478283 0.698059 -1.679363 -0.03 -0.01 0.14
H -1.885417 -1.594130 -0.679797 -0.10 0.12 0.03
H 4.602712 -0.367803 0.943186 -0.14 0.10 0.01
H 1.594369 1.510983 0.286301 -0.18 0.00 -0.13
H 2.041004 -1.004456 0.184662 0.04 -0.06 -0.02
H 0.740255 1.703377 -1.345389 -0.03 -0.06 0.14
H -2.303661 1.433520 -0.303078 0.08 -0.11 -0.02
H -2.795027 -0.841931 0.643259 0.05 0.01 -0.15
```
Forces are in eV/Å.

Atom charges from the Mulliken analysis, given in e for atoms 1 to 8: -0.540, -0.397, -1.161, -0.375, -0.443, -0.464, 0.115, 0.338

=====

C18H27BNaO9P3Se2 as an isolated structure at a distorted geometry. Source: OMol25; level of theory: ωB97M-V with the def2-TZVPD basis set.

Charge = -2
Relative energy (zero: lowest compared OMol25 entry of this formula, charge and spin) = 1.165 eV
LUMO energy = 0.146 Ha
HOMO energy = -0.0392 Eh

Structure (XYZ):
```
61
Properties=species:S:1:pos:R:3:forces:R:3
Se 1.990500 2.159305 0.192715 0.61 0.34 0.54
Se 1.814675 -0.973938 -1.296067 0.88 -0.24 0.08
P -0.523426 1.332384 -2.849388 0.11 0.53 -0.69
P -0.042518 -1.528061 2.120294 0.05 -0.46 0.26
P -1.746236 -1.347233 -2.403413 -0.36 -0.38 -0.51
Na -0.922404 0.273784 -0.191447 -0.07 0.36 1.79
O -0.836177 -2.038939 -3.567619 0.29 0.19 0.30
O 0.722172 0.500559 -3.552719 -0.14 0.12 -0.12
O -3.145445 -1.788885 -2.534853 -0.05 -0.11 -0.15
O -1.003397 -1.497485 -1.107740 -0.35 -1.01 -0.77
O -3.012608 0.664847 3.018827 -0.08 0.03 0.23
O -0.120916 1.617431 -1.437481 0.42 0.62 -1.16
O -0.861879 2.422933 -3.791675 -0.19 0.10 -0.05
O -1.711390 0.240916 -2.867499 0.09 -0.24 0.39
O -2.408640 2.066367 1.329354 -0.23 0.54 -0.09
C 3.566702 2.353637 1.389716 -0.33 -0.12 -0.24
C -0.589043 -0.173784 6.005661 0.00 0.00 0.14
C 3.403420 0.194580 -1.461023 -0.28 -0.08 0.03
C -4.200784 3.738215 1.714058 0.12 0.00 -0.12
C 0.933957 -2.986057 2.857816 0.01 0.27 -0.12
C 0.367564 0.828055 6.084982 0.03 -0.01 -0.08
C -1.645202 -2.441068 2.099115 0.08 0.19 0.01
C 2.632095 -2.260843 -0.068143 -0.15 0.20 -0.16
C 0.948930 0.418399 3.788119 -0.17 -0.08 -0.15
C -3.862536 1.716255 2.997386 0.03 0.20 -0.17
C -4.932114 1.993750 3.822992 0.08 -0.07 -0.03
C -3.497782 2.577181 1.955680 -0.19 -0.09 0.32
C -5.647479 3.167696 3.576736 -0.06 0.05 0.02
C 1.144618 1.115184 4.965497 0.02 0.04 0.20
C -5.289233 4.020963 2.542557 -0.06 0.02 0.05
C -0.027036 -0.580349 3.688090 0.28 -0.08 0.39
C 3.028242 1.669828 -1.382402 -0.16 -0.11 0.05
C -0.768106 -0.886308 4.829024 -0.06 0.07 -0.26
B -2.033229 0.844390 1.969508 -0.08 -0.30 0.15
H 0.558597 0.597046 -4.503373 0.13 -0.06 0.23
H -1.717424 -3.195280 2.886450 -0.02 0.02 0.03
H -1.526321 -1.659450 4.778625 0.00 -0.01 0.01
H 3.176783 2.671991 2.356465 0.04 -0.03 0.02
H 4.073282 1.395585 1.506723 0.02 0.02 0.05
H 2.392870 1.951383 -2.217348 -0.01 -0.02 -0.07
H 0.906263 -3.833577 2.168982 0.01 0.00 -0.01
H 3.521488 -2.715133 -0.503403 -0.01 -0.02 -0.02
H 1.902932 1.889004 5.020897 -0.02 0.01 -0.04
H -6.496196 3.416342 4.204017 0.00 0.00 0.00
H 1.975049 -2.685769 3.001447 0.00 -0.06 0.00
H -5.197660 1.323901 4.631260 0.00 -0.01 -0.01
H 3.921304 2.299269 -1.390178 0.00 0.01 -0.03
H -3.918063 4.405384 0.909707 0.03 -0.04 -0.01
H 1.864953 -3.016874 0.090308 0.08 -0.03 0.05
H -1.699799 -2.916128 1.117563 -0.03 -0.02 0.01
H 4.270939 3.102611 1.025978 -0.05 0.01 -0.05
H 2.865733 -1.784603 0.883623 -0.02 0.01 -0.02
H 0.524944 -3.292199 3.824065 -0.02 -0.04 -0.03
H 0.506281 1.380854 7.007131 0.00 0.00 -0.01
H 3.895844 -0.008877 -2.414316 0.07 -0.01 0.05
H 0.088281 -1.834100 -3.327083 -0.24 -0.12 -0.21
H -5.864632 4.924260 2.375784 0.01 0.00 -0.01
H -2.456505 -1.721711 2.167148 -0.08 -0.06 0.02
H 4.074135 -0.076302 -0.643516 0.03 -0.02 -0.02
H 1.521145 0.663022 2.898144 0.02 0.02 0.01
H -1.196763 -0.405134 6.874468 -0.01 0.00 -0.02
```
Forces are in eV/Å.

Atom charges from the Mulliken analysis, given in e for atoms 1 to 8: 0.339, 0.397, 0.797, 1.050, 0.494, 0.914, -0.578, -0.518

=====

One molecule with the formula C17H15ClN2O4S at a distorted geometry. Source: OMol25; level of theory: ωB97M-V with the def2-TZVPD basis set.

Relative energy (zero: lowest compared OMol25 entry of this formula, charge and spin) = 3.406 eV
LUMO energy = 0.011 Ha
SMILES = C[C@@H](Oc1cc2sc(=O)n(CCC(=O)O)c2cc1Cl)c1ccccn1
HOMO energy = -0.2982 Eh

Structure (XYZ):
```
40
Properties=species:S:1:pos:R:3:forces:R:3
Cl 1.682946 2.133765 -1.136512 -0.65 0.42 -1.23
S 0.532964 -2.814020 2.539939 0.86 0.07 -1.03
O 1.989999 -2.262924 4.681950 0.64 -1.30 -0.77
O -0.354602 0.077680 5.664623 -1.28 4.14 -2.42
O 0.245552 2.215446 4.690673 0.80 -7.41 1.84
O -0.491470 -0.521417 -1.927629 0.03 -0.31 -0.73
N -3.049344 0.453821 -4.022798 0.02 -0.44 -1.34
N 1.933001 -0.633356 3.119240 0.15 -1.53 -1.45
C 1.778651 0.567666 0.822434 -1.08 -1.12 3.30
C -3.570116 -0.042042 -5.189253 1.04 0.08 -0.65
C -2.806954 -0.661916 -6.222434 2.21 0.56 3.51
C -1.721687 0.303127 -3.831626 -1.12 -1.84 0.12
C 1.980223 0.538849 5.340797 -0.05 0.43 -0.47
C 1.084779 0.736318 -0.326088 -0.67 -2.93 -1.74
C 2.679722 0.291495 4.029171 -0.34 -0.50 -1.47
C -0.913973 -0.386117 -4.690561 1.08 0.03 -2.97
C 1.450758 -0.422531 1.791067 0.66 -1.17 -0.67
C -1.957434 1.434967 -1.572694 2.72 1.33 -1.86
C 0.757455 -1.571419 1.320186 -0.65 1.46 -1.59
C -1.410246 -0.800867 -5.945274 -2.90 1.29 2.36
C 0.301832 -0.420016 -0.839689 0.19 0.50 2.00
C 0.229883 -1.583352 -0.011535 1.23 1.23 1.13
C 0.524433 0.992792 5.098490 -0.31 4.46 1.04
C -1.009883 0.646232 -2.570864 -0.95 2.17 1.40
C 1.751927 -2.015314 3.510046 -1.06 3.64 3.06
H 2.105937 -0.232358 6.083084 -0.45 -0.66 -0.15
H -4.629356 0.102334 -5.432592 0.26 0.07 0.78
H -3.182145 -1.194825 -7.045023 -0.88 0.00 -1.11
H 2.418208 1.360323 1.081719 0.83 0.74 0.54
H 2.589232 1.330312 5.738783 -0.28 0.95 0.37
H -2.587532 2.174970 -2.141685 0.96 -0.52 0.85
H 0.047993 -0.676215 6.019026 1.54 -1.71 0.53
H -0.817430 -1.203295 -6.671061 1.72 -1.18 -1.65
H 2.652874 1.289762 3.550109 0.43 -0.70 -0.18
H -0.119834 1.199982 -2.925629 -0.55 0.40 0.59
H -2.574284 0.792055 -1.056398 -1.54 -1.74 0.76
H -1.263489 1.820971 -0.804998 -0.66 0.65 -0.38
H 0.179623 -0.412941 -4.503644 -0.90 -0.26 -0.04
H 3.709640 -0.094302 4.180536 -0.60 0.40 -0.16
H -0.167854 -2.513642 -0.393887 -0.44 0.28 -0.15
```
Forces are in eV/Å.

Atom charges from the Mulliken analysis, given in e for atoms 1 to 8: -0.233, -0.208, -0.567, -0.474, -0.596, -0.346, -0.443, 0.199

=====

A 2-piece molecular cluster, C3H6N3O2 overall at a distorted geometry. Source: OMol25; level of theory: ωB97M-V with the def2-TZVPD basis set.

Charge = +1
Relative energy (zero: lowest compared OMol25 entry of this formula, charge and spin) = 6.305 eV
LUMO energy = -0.152 Ha
HOMO energy = -0.5166 Eh

Structure (XYZ):
```
14
Properties=species:S:1:pos:R:3:forces:R:3
O -2.740219 0.674603 0.025965 -2.82 -1.76 0.40
O -1.862679 -1.384044 0.108989 -2.81 0.41 0.63
N 1.573822 1.593710 0.312790 -1.00 -0.62 -0.56
N -1.613332 -0.071946 0.029338 2.40 1.35 -1.18
N 1.823374 -1.990069 0.075671 -0.95 0.36 -0.09
C -0.517943 0.530818 -0.169202 -0.28 -0.12 0.06
C 0.551600 1.272303 -0.510398 -1.30 -2.23 -1.59
C 0.702542 -1.825138 -0.141403 0.28 -1.02 -0.30
H 1.901524 2.521299 0.148341 0.81 0.43 0.57
H 2.670651 -1.877131 0.544464 1.54 -0.12 0.40
H -3.556702 0.013771 0.059814 2.33 1.58 -0.04
H -1.076977 -1.918982 -0.063275 1.59 0.18 -0.36
H 0.714706 1.283187 -1.636527 -0.29 0.67 1.38
H 1.429627 1.177614 1.215432 0.49 0.90 0.67
```
Forces are in eV/Å.

Atom charges from the Mulliken analysis, given in e for atoms 1 to 8: -0.442, -0.369, -0.350, 0.466, 0.003, 0.096, -0.060, -0.360

=====

C14H33Cl2N2O2P2Ti as an isolated structure at a distorted geometry. Source: OMol25; level of theory: ωB97M-V with the def2-TZVPD basis set.

Charge = +3
LUMO energy (alpha / beta) = -0.425 / -0.425 Ha
HOMO energy (alpha / beta) = -0.6745 / -0.6745 Eh

Structure (XYZ):
```
56
Properties=species:S:1:pos:R:3:forces:R:3
Ti 0.624700 -0.210808 -0.661330 1.93 0.63 0.78
Cl 2.898971 -0.013503 -0.275213 -2.16 -0.15 -0.22
Cl 1.610730 -0.051157 -3.897715 0.79 -0.53 0.16
P 0.658153 2.339605 -1.337131 0.17 1.20 -0.48
P 1.056187 -2.701786 -0.992320 0.28 -1.42 -0.32
O -0.317321 -0.316157 0.889398 0.71 -0.39 -2.07
O -0.453273 -0.197040 -2.385569 1.09 -0.91 -1.27
N -1.961977 0.448583 2.236089 0.37 -0.20 -1.17
N 0.020325 -0.311845 3.137294 0.46 0.08 -0.99
C -1.608115 0.562613 4.682289 -0.12 -0.49 0.96
C -0.751024 -0.067194 2.091220 -1.00 0.44 1.75
C 2.690416 -3.397868 -0.585642 0.08 0.64 0.22
C -0.517303 3.180468 -0.235217 -0.20 -0.27 0.39
C -0.022217 -0.179286 -3.581897 -1.44 1.86 1.03
C 0.136865 3.008228 -2.965917 -0.23 -0.68 -0.20
C -2.855916 0.637747 1.092377 -0.16 0.16 -0.34
C -0.952826 0.082534 -4.698181 -0.86 -0.84 0.08
C 1.279010 -1.024975 3.017311 0.38 -0.12 0.14
C -2.510791 0.844899 3.515398 -0.75 0.59 0.61
C -0.134706 -3.610042 0.032123 -0.26 0.45 0.27
C -0.156891 0.527702 4.302275 0.06 0.76 0.72
C 2.265127 3.165124 -1.172786 0.17 -0.32 0.33
C 0.731172 -3.403039 -2.627770 -0.18 0.47 -0.28
H -2.747294 1.913622 3.469803 0.07 -0.08 -0.23
H -1.876043 -0.404338 5.109805 0.05 0.01 0.08
H 1.282406 -1.849790 3.741382 0.08 0.18 -0.23
H 0.803991 -4.494565 -2.528642 0.00 0.28 -0.16
H -0.815148 1.071645 -5.158982 0.43 -0.21 0.21
H 3.454034 -2.881937 -1.174126 -0.03 -0.12 0.06
H 0.202784 4.104753 -2.922966 0.01 -0.33 0.09
H 2.911540 -3.245412 0.475043 0.02 -0.05 -0.14
H -2.332105 0.395564 0.158974 -0.37 0.05 0.33
H 2.709778 -4.467363 -0.815527 -0.16 0.13 0.01
H 3.009492 2.637276 -1.780710 -0.13 0.13 0.12
H -0.900464 2.728307 -3.185787 0.17 0.11 0.00
H -3.463600 0.330554 3.670268 0.06 0.02 -0.19
H -0.280276 -3.129548 -2.951616 0.15 -0.20 -0.03
H 0.206509 1.549627 4.092384 0.04 -0.33 -0.12
H -1.768988 1.311815 5.463119 -0.01 -0.15 -0.12
H -1.504054 2.702832 -0.314154 0.23 0.18 -0.07
H -0.619697 4.238464 -0.506100 0.13 -0.21 0.06
H -1.144036 -3.251713 -0.209140 0.12 -0.23 0.09
H 2.590559 3.147415 -0.129893 0.08 0.05 -0.13
H -0.060915 -4.682485 -0.187125 0.02 0.23 0.08
H 0.793693 2.647718 -3.768370 -0.16 0.22 0.20
H -1.959764 0.074316 -4.241807 0.30 -0.30 -0.68
H 0.462664 0.135211 5.107029 -0.12 -0.06 -0.01
H -0.795943 -0.669908 -5.503742 -0.34 0.41 0.43
H -0.184120 3.094386 0.804695 -0.04 0.13 -0.11
H 0.059051 -3.422470 1.094239 -0.06 -0.17 -0.16
H -3.175826 1.688703 1.051636 0.00 -0.32 0.08
H 2.181784 4.197616 -1.522322 -0.05 -0.10 0.10
H 1.461707 -3.029759 -3.353284 -0.10 -0.26 0.06
H -3.746669 -0.006257 1.192252 0.41 0.26 0.01
H 1.414069 -1.404307 2.004914 0.00 -0.11 0.25
H 2.101609 -0.342799 3.239681 0.06 -0.11 0.01
```
Forces are in eV/Å.

Atom charges from the Mulliken analysis, given in e for atoms 1 to 8: 0.231, -0.285, 0.090, 1.267, 0.993, -0.238, -0.558, 0.281